Formula: C7H14
Source: the OMol25 dataset
Level of theory: the ωB97M-V functional and the def2-TZVPD basis

XYZ file:
```
21
Properties=species:S:1:pos:R:3:lowdin_charge:R:1
C -1.25330 1.23538 -0.37888 -0.09
C -1.23338 -0.09804 0.37664 -0.43
C -2.38603 -0.99777 -0.10527 -0.08
C 0.12135 -0.80794 0.23772 -0.18
C 1.29673 0.06920 0.60793 -0.32
C 2.69679 -0.31720 0.23012 -0.13
C 2.02735 0.84066 -0.45532 -0.14
H -0.94303 1.08314 -1.42159 0.08
H -2.26192 1.66432 -0.39465 0.08
H -0.57505 1.97166 0.06421 0.07
H -1.37837 0.11635 1.44562 0.13
H -3.25334 -0.94580 0.56143 0.07
H -2.71981 -0.67859 -1.09848 0.07
H -2.09089 -2.05015 -0.18311 0.07
H 0.11705 -1.71080 0.86593 0.12
H 0.24078 -1.15704 -0.80009 0.13
H 1.19123 0.57386 1.56914 0.14
H 3.49489 -0.10377 0.93557 0.10
H 2.83508 -1.23368 -0.33852 0.10
H 1.70630 0.69802 -1.48490 0.10
H 2.36758 1.84819 -0.23352 0.10
```

Computed properties:
LUMO level in eV: 1.24
Gap between HOMO and LUMO in eV: 11.334
Molecular weight in g mol⁻¹: 98.189
Energy relative to the best compared isomer or geometry (same formula, charge and spin) in eV: 0.8924
Electronic energy in eV: -7485.402
Structure (SMILES): CC(C)CC1CC1

=====

Formula: C7H14
Source: the OMol25 dataset
Level of theory: the ωB97M-V functional and the def2-TZVPD basis

XYZ file:
```
21
Properties=species:S:1:pos:R:3:lowdin_charge:R:1
C 1.66044 -0.89156 -2.69659 -0.16
C 1.05786 -0.56708 -1.27591 -0.26
C 0.41205 0.85648 -1.21662 -0.22
C -0.70918 1.33880 -0.20612 -0.21
C -1.51442 -0.55140 3.27887 -0.09
C -0.82235 0.34457 2.17457 -0.12
C -1.13290 0.32658 0.85259 -0.17
H 1.14387 -0.99265 -3.79261 0.11
H 2.00230 -1.91749 -2.59335 0.03
H 2.68741 -0.32162 -2.99617 0.10
H 1.95062 -0.44722 -0.66984 0.09
H 0.40790 -1.38756 -0.87708 0.10
H 1.29080 1.51858 -1.08354 0.10
H -0.05591 1.06852 -2.20646 0.10
H -1.68297 1.50919 -0.85834 0.15
H -0.20272 2.01411 0.49636 0.09
H -2.08878 -0.02612 4.00730 0.04
H -1.98569 -1.49560 3.03101 0.06
H -0.71824 -0.89428 3.99382 0.07
H -0.26060 1.14892 2.40946 0.05
H -1.43951 -0.63316 0.22863 0.13
```

Computed properties:
LUMO level in eV: 1.15
Gap between HOMO and LUMO in eV: 10.147
Molecular weight in g mol⁻¹: 98.189
Energy relative to the best compared isomer or geometry (same formula, charge and spin) in eV: 3.5960
Electronic energy in eV: -7482.698
Structure (SMILES): C/C=C/CCCC

=====

Formula: C7H14
Source: the OMol25 dataset
Level of theory: the ωB97M-V functional and the def2-TZVPD basis

XYZ file:
```
21
Properties=species:S:1:pos:R:3:lowdin_charge:R:1
C -1.35793 1.26665 -0.35063 -0.09
C -1.26241 -0.10780 0.34707 -0.42
C -2.34544 -1.01079 -0.26320 -0.10
C 0.13663 -0.80377 0.33416 -0.16
C 1.33421 0.05793 0.67847 -0.31
C 2.69458 -0.35231 0.17587 -0.14
C 2.03791 0.88062 -0.37581 -0.14
H -1.31045 1.20297 -1.44843 0.08
H -2.32039 1.74820 -0.11245 0.08
H -0.56051 1.94041 -0.03038 0.06
H -1.48052 0.06461 1.40938 0.13
H -3.34461 -0.53847 -0.23526 0.08
H -2.04187 -1.19731 -1.30536 0.08
H -2.43619 -1.97240 0.25441 0.07
H 0.14601 -1.66544 1.02996 0.12
H 0.35716 -1.22568 -0.65408 0.12
H 1.32004 0.48254 1.68867 0.14
H 3.55577 -0.25769 0.82893 0.09
H 2.73989 -1.22081 -0.48162 0.10
H 1.74520 0.85181 -1.42788 0.10
H 2.39291 1.85674 -0.06181 0.09
```

Computed properties:
LUMO level in eV: 1.23
Gap between HOMO and LUMO in eV: 11.316
Molecular weight in g mol⁻¹: 98.189
Energy relative to the best compared isomer or geometry (same formula, charge and spin) in eV: 0.9445
Electronic energy in eV: -7485.350
Structure (SMILES): CC(C)CC1CC1

=====

Formula: C7H14
Source: the OMol25 dataset
Level of theory: the ωB97M-V functional and the def2-TZVPD basis

XYZ file:
```
21
Properties=species:S:1:pos:R:3:lowdin_charge:R:1
C -1.95099 -2.63922 -0.52159 -0.08
C -1.12950 -1.57486 0.16667 -0.42
C 0.15567 -1.81810 0.43382 0.03
C -1.81504 -0.27870 0.46164 -0.07
H -3.01966 -2.56011 -0.31062 0.07
H -1.66129 -3.65648 -0.25509 0.07
H -1.85110 -2.54980 -1.60650 0.08
H 0.87481 -1.02016 0.58521 0.04
H 0.57379 -2.81698 0.41797 0.06
H -1.08343 0.51857 0.59918 0.06
H -2.46812 -0.34013 1.33294 0.09
H -2.46510 -0.00298 -0.37522 0.08
C 0.96143 2.88047 0.07438 -0.11
C 1.61613 1.57482 -0.29461 -0.26
C 2.91033 1.30765 -0.12614 -0.02
H 0.18668 2.72380 0.82840 0.06
H 1.70924 3.56724 0.46833 0.07
H 0.49515 3.33188 -0.79993 0.07
H 1.05467 0.89700 -0.93304 0.08
H 3.40361 0.51434 -0.66957 0.05
H 3.50273 1.94176 0.52376 0.05
```

Computed properties:
LUMO level in eV: 1.07
Gap between HOMO and LUMO in eV: 10.080
Molecular weight in g mol⁻¹: 98.189
Energy relative to the best compared isomer or geometry (same formula, charge and spin) in eV: 1.8288
Electronic energy in eV: -7484.466
Structure (SMILES): C=C(C)C.C=CC

=====

Formula: C7H14
Source: the OMol25 dataset
Level of theory: the ωB97M-V functional and the def2-TZVPD basis

XYZ file:
```
21
Properties=species:S:1:pos:R:3:lowdin_charge:R:1
C 0.38990 1.60163 0.07128 -0.21
C -1.06645 1.39886 -0.36566 -0.22
C -1.75684 0.14609 0.17800 -0.21
C -1.07029 -1.17411 -0.21304 -0.20
C 0.24506 -1.40224 0.50701 -0.23
C 1.45028 -0.76721 0.01388 -0.23
C 1.39688 0.63618 -0.56174 -0.20
H 0.46169 1.53183 1.16599 0.12
H 0.68199 2.62549 -0.19359 0.11
H -1.10281 1.37973 -1.46547 0.11
H -1.65163 2.27515 -0.05750 0.11
H -1.81817 0.20662 1.27419 0.11
H -2.79087 0.13197 -0.19073 0.11
H -1.73530 -2.00861 0.04469 0.11
H -0.93072 -1.21068 -1.30159 0.11
H 0.08035 -1.48583 1.57533 0.08
H 1.35029 -2.41594 0.99682 0.12
H 2.03906 -1.73894 1.13264 0.12
H 2.19846 -1.35852 -0.49965 0.07
H 2.40893 1.05184 -0.46097 0.11
H 1.22017 0.57669 -1.64991 0.12
```

Computed properties:
LUMO level in eV: 0.63
Gap between HOMO and LUMO in eV: 9.086
Molecular weight in g mol⁻¹: 98.189
Energy relative to the best compared isomer or geometry (same formula, charge and spin) in eV: 5.0865
Electronic energy in eV: -7481.208

=====

Formula: C7H14
Source: the OMol25 dataset
Level of theory: the ωB97M-V functional and the def2-TZVPD basis

XYZ file:
```
21
Properties=species:S:1:pos:R:3:lowdin_charge:R:1
C -1.58329 -2.59740 0.56888 -0.11
C -0.40224 -1.94039 -0.12052 -0.27
C -0.69957 -0.55830 -0.68650 -0.19
C 0.12774 0.64650 -0.26988 -0.29
C 1.15225 0.73187 0.60366 -0.13
C 2.06881 1.90935 0.73072 -0.10
C -0.48772 1.94641 -0.86532 -0.06
H -2.31215 -2.70082 -0.21982 0.07
H -1.89306 -2.10591 1.47732 0.07
H -1.26375 -3.62041 0.85268 0.08
H -0.06703 -2.58579 -0.93328 0.11
H 0.45699 -1.91726 0.57243 0.09
H -1.77292 -0.33316 -0.51972 0.12
H -0.59153 -0.51413 -1.77822 0.11
H 1.08291 -0.24642 1.09423 0.09
H 2.14709 2.72432 -0.00870 0.07
H 3.07093 1.44116 0.68338 0.08
H 1.92905 2.40991 1.69094 0.07
H -1.22058 2.47388 -0.24615 0.08
H -0.95168 1.60078 -1.79637 0.07
H 0.33867 2.62037 -1.07133 0.05
```

Computed properties:
LUMO level in eV: 1.09
Gap between HOMO and LUMO in eV: 9.645
Molecular weight in g mol⁻¹: 98.189
Energy relative to the best compared isomer or geometry (same formula, charge and spin) in eV: 1.7356
Electronic energy in eV: -7484.559
Structure (SMILES): C/C=C(\C)CCC

=====

Formula: C7H14AlO2
Source: the OMol25 dataset
Level of theory: the ωB97M-V functional and the def2-TZVPD basis

XYZ file:
```
24
Properties=species:S:1:pos:R:3:lowdin_charge:R:1
C -2.52189 -1.08988 0.01765 -0.01
C -1.25374 -0.40100 -0.69958 -0.16
C 0.00425 -1.32931 -0.74911 -0.22
C 1.28776 -0.82938 0.01432 -0.10
C 1.02156 -0.01495 1.33345 0.03
C 1.58233 1.46336 1.18330 -0.32
O 1.79402 2.05103 2.14839 0.51
O 1.86953 2.11552 -0.02742 0.11
C 0.70287 2.80532 -0.55806 0.08
H -2.63195 -0.59750 1.00572 0.10
H -2.40248 -2.19144 0.11045 0.07
H -3.42690 -0.84669 -0.57242 0.11
H -1.59283 -0.22997 -1.75102 0.15
H -1.06847 0.59845 -0.26602 0.10
H 0.29805 -1.40768 -1.82711 0.15
H -0.32105 -2.44538 -0.43623 -0.16
H 1.85277 -1.74236 0.33096 0.13
H 1.96865 -0.30615 -0.70841 0.17
H 1.62862 -0.46875 2.15048 0.17
H -0.02886 -0.01058 1.68875 0.16
H -0.06127 2.94095 0.25204 0.16
H 0.93869 3.79611 -0.98894 0.15
H 0.27064 2.14554 -1.35635 0.14
Al 0.08968 -4.00526 -0.29485 1.49
```

Computed properties:
LUMO level in eV: -19.09
Gap between HOMO and LUMO in eV: 2.960
Molecular weight in g mol⁻¹: 157.169
Electronic energy in eV: -18135.438
Total charge: +3

=====

Formula: C7H14AuCl2S3
Source: the OMol25 dataset
Level of theory: the ωB97M-V functional and the def2-TZVPD basis

XYZ file:
```
27
Properties=species:S:1:pos:R:3:lowdin_charge:R:1
Au -0.33938 -1.20141 -1.18789 0.28
C -0.84792 0.61041 1.54961 -0.51
C -0.18971 1.67425 0.67954 -0.48
S -0.30037 1.41010 -1.12710 0.85
C 1.44229 1.56198 -1.65523 -0.50
C 2.50122 0.70348 -0.97303 -0.48
S 2.24987 -1.10400 -1.10288 0.87
C 2.38197 -1.65309 0.63419 -0.50
C 1.52111 -0.96762 1.68808 -0.48
S -0.28270 -1.12123 1.42802 0.85
H -1.91176 0.53672 1.32304 0.06
H -0.74126 0.90436 2.59385 0.09
H 0.86045 1.81796 0.92546 0.07
H -0.70335 2.61468 0.87672 0.09
H 1.71594 2.61118 -1.54773 0.09
H 1.39765 1.32978 -2.71942 0.08
H 2.62775 0.95527 0.07754 0.07
H 3.45010 0.90274 -1.47046 0.09
H 3.43021 -1.55646 0.91754 0.09
H 2.14948 -2.71677 0.57849 0.08
H 1.75298 0.09122 1.77853 0.06
H 1.73135 -1.43728 2.64787 0.09
Cl -3.10817 -1.09987 -0.93421 0.50
C -4.86160 -1.33059 -1.21704 -0.96
Cl -5.71402 0.20540 -1.11142 0.55
H -5.22338 -1.99566 -0.44372 0.03
H -4.98873 -1.74558 -2.20836 0.03
```

Computed properties:
LUMO level in eV: -3.82
Gap between HOMO and LUMO in eV: 8.141
Molecular weight in g mol⁻¹: 462.263
Energy relative to the best compared isomer or geometry (same formula, charge and spin) in eV: 0.2978
Electronic energy in eV: -68722.828
Total charge: +1